{
  "formula": "C4H10N2O2",
  "method": "wB97M-V/def2-TZVPD",
  "smiles": "CC(N)=O.CC(N)=O",
  "total_energy_ev": -11386.73434,
  "species": ["O", "O", "N", "N", "C", "C", "C", "C", "H", "H", "H", "H", "H", "H", "H", "H", "H", "H"],
  "positions_angstrom": [[-2.142315, -2.854801, 0.410600], [0.715123, 0.868721, -0.871142], [-0.783162, -1.768689, -1.022457], [0.881543, 2.862602, 0.148213], [2.702691, 1.270074, 0.375417], [-1.662006, -0.588317, 0.923237], [1.348826, 1.631332, -0.163360], [-1.569228, -1.829716, 0.082450], [-2.663720, -0.526932, 1.334831], [1.387600, 3.502532, 0.734121], [-0.214847, -0.965178, -1.251817], [-0.742093, -2.624167, -1.549536], [3.371604, 1.080533, -0.471322], [3.173043, 2.034556, 0.992613], [-0.000325, 3.140358, -0.253118], [-0.961290, -0.678169, 1.754511], [-1.412661, 0.319014, 0.374830], [2.673036, 0.333909, 0.929740]],
  "forces_ev_per_angstrom": [[-0.10, 0.00, -0.13], [-0.09, -0.07, -0.08], [-0.21, -0.03, 0.10], [-0.11, 0.07, -0.01], [0.67, -0.14, -0.10], [0.12, 0.35, 0.03], [0.09, 0.00, -0.02], [0.18, -0.24, 0.10], [-0.07, 0.01, 0.04], [-0.04, -0.07, -0.07], [-0.10, -0.07, 0.06], [0.22, 0.10, -0.12], [-0.18, 0.08, 0.03], [-0.17, 0.05, 0.04], [0.07, 0.03, 0.10], [0.00, -0.05, 0.03], [-0.04, -0.04, -0.03], [-0.24, 0.02, 0.05]]
}

---

{
  "formula": "C4H10N2O2",
  "method": "wB97M-V/def2-TZVPD",
  "smiles": "CNC=O.CNC=O",
  "total_energy_ev": -11384.83375,
  "species": ["O", "O", "N", "N", "C", "C", "C", "C", "H", "H", "H", "H", "H", "H", "H", "H", "H", "H"],
  "positions_angstrom": [[-1.690189, 10.451706, -6.768447], [-2.690689, 6.545827, -1.594029], [-3.610018, 5.280798, -3.127009], [-3.381408, 11.136867, -5.451658], [-3.018589, 5.423527, -1.963129], [-4.186388, 9.976386, -5.542738], [-2.295359, 11.363397, -6.130848], [-3.675599, 6.184008, -4.277058], [-1.984079, 12.424094, -5.970498], [-3.652079, 11.781527, -4.704878], [-4.018888, 4.361858, -3.313859], [-3.928319, 9.197367, -4.805748], [-5.232398, 10.284667, -5.377118], [-3.629808, 7.254888, -4.016798], [-4.673819, 5.965208, -4.692138], [-2.919089, 5.977828, -5.052808], [-2.996969, 4.525678, -1.298980], [-4.102708, 9.545086, -6.554458]],
  "forces_ev_per_angstrom": [[-1.50, 2.91, 1.07], [0.77, -0.78, 0.46], [-0.94, -2.23, -2.28], [-2.07, 0.88, 2.02], [-0.03, 2.33, 1.65], [-0.93, -1.28, -0.31], [3.32, -1.97, -1.59], [-0.71, 0.14, 0.06], [0.51, -0.59, -0.54], [0.28, -0.08, -0.82], [0.45, 0.51, 0.08], [0.00, 0.31, -0.28], [0.35, -0.30, -0.06], [0.06, -0.74, 0.25], [0.44, 0.43, -0.22], [-0.14, -0.04, 0.48], [0.11, 0.31, -0.47], [0.03, 0.16, 0.48]]
}

---

{
  "formula": "C4H10N2O2",
  "method": "wB97M-V/def2-TZVPD",
  "smiles": "NC(=O)C[C@H](N)CO",
  "total_energy_ev": -11385.62411,
  "species": ["O", "O", "N", "N", "C", "C", "C", "C", "H", "H", "H", "H", "H", "H", "H", "H", "H", "H"],
  "positions_angstrom": [[1.837708, -1.233299, 2.271835], [-2.579317, -0.717285, -1.172258], [2.505042, -0.343896, 0.299472], [0.199472, 0.776537, -1.213393], [0.258663, 0.131906, 1.129118], [-0.388128, -0.146553, -0.244220], [-1.907151, 0.058037, -0.129127], [1.614973, -0.541728, 1.292695], [-0.357877, -0.202784, 1.947359], [-2.205150, 1.095751, -0.293103], [-0.228828, -1.186567, -0.507852], [-2.502033, -0.211093, -1.987865], [0.094528, 0.671368, -2.207260], [-2.338574, -0.359209, 0.775778], [-0.059216, 1.721129, -0.967350], [0.447427, 1.196759, 1.256911], [2.195599, 0.052775, -0.573239], [3.412858, -0.761848, 0.322492]],
  "forces_ev_per_angstrom": [[0.26, 0.21, -0.05], [0.33, 0.56, 0.29], [0.06, 0.33, -0.57], [0.73, 0.20, 0.22], [0.74, -0.05, -0.61], [-0.79, 1.03, 0.69], [-0.62, -1.32, -1.46], [-0.44, -0.66, 0.59], [-0.16, -0.20, 0.19], [0.23, 0.17, 0.54], [0.12, -0.10, -0.27], [-0.05, -0.13, -0.02], [-0.43, -0.61, -0.07], [0.20, 0.23, 0.28], [0.08, 0.13, -0.03], [-0.25, 0.26, -0.06], [-0.14, 0.27, 0.06], [0.12, -0.31, 0.28]]
}

---

Frontier orbital gap? In order: 9.75; 10.44; 10.07 eV.
Energy above the lowest of the compared OMol25 structures with the same formula, charge and spin? In order: 16.26; 199.63; 123.38 kJ/mol.